{"formula": "C6H17N3S", "method": "ωB97M-V with the def2-TZVPD basis set", "elements": ["S", "N", "N", "N", "C", "C", "C", "C", "C", "C", "H", "H", "H", "H", "H", "H", "H", "H", "H", "H", "H", "H", "H", "H", "H", "H", "H"], "xyz": [[-1.91603, -1.43170, -2.05005], [-1.76663, 1.12494, -1.67044], [-0.62283, -1.66018, 0.46827], [-0.71292, -0.30054, 0.13008], [0.71564, 0.19946, -0.36081], [1.82897, 0.07249, 0.71688], [1.05789, -0.32538, -1.72074], [1.58909, 0.84652, 1.99709], [-1.33315, 0.40642, 1.17300], [-1.59096, -0.10179, -1.27281], [0.30658, -2.02295, 0.50181], [2.20391, -0.36509, -1.92933], [0.79490, 1.62645, 2.04880], [-2.24065, 1.25329, -2.52899], [-1.28037, -1.94217, 1.15334], [0.65499, 0.10098, -2.68339], [0.91668, -1.44093, -1.76164], [0.40396, 1.25397, -0.45880], [-1.33169, 1.50023, 0.85466], [-1.34064, -2.08907, -0.97026], [-1.63233, 1.94370, -1.22674], [2.47941, 1.30538, 2.45533], [-2.44947, 0.36788, 1.23186], [1.99598, -1.04381, 0.87170], [1.24566, 0.11597, 2.79370], [-0.79479, 0.28403, 2.02804], [2.81882, 0.32189, 0.20945]], "forces_ev_per_angstrom": [[-1.312, -2.400, -1.682], [-0.666, -3.118, -1.152], [-0.644, 0.444, -1.824], [0.493, -2.288, -2.940], [0.228, 2.574, 0.324], [0.589, -1.202, -1.448], [2.437, -2.480, -1.898], [-0.660, -0.556, 2.479], [-3.319, 4.885, -1.468], [1.619, 1.827, 2.426], [0.618, -0.145, 0.269], [-1.816, 0.702, 0.805], [0.769, -0.353, -0.769], [-0.627, 0.076, -1.222], [-0.433, -0.320, 1.000], [-0.013, -0.102, 1.449], [-0.218, 0.831, -0.057], [0.784, -0.110, 0.134], [0.689, -1.017, 0.797], [0.165, -0.539, 0.215], [0.905, 3.127, 2.415], [-0.147, -0.259, -0.584], [0.845, -1.346, 0.172], [-0.174, 1.200, 0.266], [0.413, 0.706, -0.690], [0.945, -0.298, 2.512], [-1.467, 0.162, 0.469]], "homo_ev": -18.814, "charge": 2, "lumo_energy_ha": -0.32134, "de_lowest_kj_mol": 292.12, "max_force_ev_per_a": 6.09, "energy_ha": -800.4961}



{"formula": "C4H13N2O", "method": "ωB97M-V with the def2-TZVPD basis set", "elements": ["O", "N", "N", "C", "C", "C", "C", "H", "H", "H", "H", "H", "H", "H", "H", "H", "H", "H", "H", "H"], "xyz": [[2.61025, 0.67887, 2.10275], [0.24541, -1.77749, 0.73787], [0.46942, 0.46798, 0.21948], [-1.74335, 0.19063, -0.93365], [-1.06880, 0.14653, -2.29052], [0.98347, -0.67627, 0.53478], [-0.91627, 0.96186, 0.11409], [-1.86634, -0.10796, -3.02062], [2.03892, -0.84712, 0.79848], [0.68371, -2.64655, 0.98955], [-1.84253, -0.78146, -0.43448], [-1.35972, 0.55767, 1.00711], [-0.60095, 1.06808, -2.70644], [-0.93774, 2.03178, 0.05776], [1.09857, 1.26017, 0.45996], [-0.75127, -1.86840, 0.77009], [-0.17941, -0.48341, -2.32113], [-2.83879, 0.51279, -1.11625], [3.54535, 0.90513, 2.01648], [2.43006, 0.40716, 3.01468]], "forces_ev_per_angstrom": [[0.100, 0.101, 0.121], [0.543, -0.047, -0.066], [1.727, 2.656, 0.116], [-0.532, 0.784, -0.405], [-0.031, 0.152, -1.295], [-1.378, -2.268, 0.797], [-1.317, -2.258, 0.210], [1.010, -0.387, 0.134], [-0.609, 0.801, -0.694], [0.467, 0.086, -0.045], [-0.178, -0.229, -0.951], [-0.418, 0.916, 1.074], [-0.842, 0.124, 0.860], [0.240, 0.369, -0.049], [-0.171, -1.025, -0.601], [-0.351, 0.595, -0.323], [-0.445, -0.743, -0.087], [1.887, 0.115, 0.951], [-0.115, -0.014, 0.417], [0.414, 0.273, -0.165]], "homo_ev": -14.555, "charge": 1, "lumo_energy_ha": -0.11051, "de_lowest_kj_mol": 164.01, "max_force_ev_per_a": 3.17, "energy_ha": -344.7044}



{"formula": "C4H4N2", "method": "ωB97M-V with the def2-TZVPD basis set", "elements": ["N", "N", "C", "C", "C", "C", "H", "H", "H", "H"], "xyz": [[-0.13508, 1.14114, -1.03430], [0.27230, 0.64166, 0.33455], [-1.14336, 0.07433, -0.22224], [1.30253, -0.25681, 0.36893], [-2.05477, -0.72970, -0.06813], [2.16481, -1.08465, 0.34812], [-0.50023, 2.08066, -0.85542], [-2.93506, -1.17690, -0.46140], [2.89850, -1.84456, 0.38488], [0.13035, 1.15484, 1.20500]], "forces_ev_per_angstrom": [[-1.962, -1.612, 1.343], [-0.022, -1.338, 1.125], [1.724, 2.449, -2.469], [0.155, 0.369, -0.141], [0.262, -0.190, 0.499], [-0.311, 0.187, 0.157], [0.018, -0.064, 0.089], [-0.159, 0.016, -0.012], [0.196, -0.136, -0.060], [0.101, 0.318, -0.533]], "homo_ev": -7.589, "charge": 0, "lumo_energy_ha": 0.02078, "de_lowest_kj_mol": 841.29, "max_force_ev_per_a": 3.88, "energy_ha": -264.0060}